No. 1
Computed, not measured: a structure of composition C27H24Br63IO2 in a non-equilibrium geometry, with ωB97M-V/def2-TZVPD.

The LUMO energy is -0.0608 Ha. The HOMO energy comes out at -0.3462 Eh. The net charge is 0. The value obtained for the total energy is -163653.85242 Eh.

```
117
Properties=species:S:1:pos:R:3:forces:R:3:mulliken_charge:R:1
I 5.5989 -3.3785 -3.1321 -0.29 0.81 0.61 0.101
Br 9.3883 1.1180 2.4608 -0.02 -0.12 -0.16 -0.020
Br 1.8918 1.7260 -8.3633 0.06 0.19 -0.01 0.028
Br 1.1155 -8.6741 -7.6476 -0.13 0.07 0.17 -0.013
Br 2.3985 -6.7405 3.5133 0.12 0.02 -0.19 -0.027
Br -4.5274 -1.2312 -2.6722 0.01 -0.08 0.21 0.017
Br -5.7239 -7.3426 -0.5987 -0.09 0.05 0.16 -0.036
Br 4.4220 0.2837 3.1907 0.14 -0.25 0.10 -0.038
Br -8.5980 7.9108 0.2711 0.13 -0.04 0.02 -0.046
Br 7.2787 -9.4911 0.5004 -0.04 0.18 0.16 -0.011
Br 1.4227 -1.2018 9.3229 0.06 -0.22 -0.09 -0.026
Br -0.2573 10.4439 8.2640 -0.11 -0.11 -0.15 -0.033
Br -1.0795 0.6462 2.4183 0.18 0.03 -0.05 0.081
Br 3.5923 -5.1771 0.9874 -0.11 -0.28 0.01 0.031
Br 0.9609 -7.1940 -4.8178 -0.05 -0.16 -0.09 0.037
Br -7.8327 12.5177 -0.7136 -0.12 -0.16 -0.17 -0.006
Br 2.7563 4.3027 -10.0524 -0.08 -0.10 0.18 -0.011
Br -8.5198 -6.5630 0.7462 0.22 -0.02 0.01 -0.005
Br 11.2581 0.3716 6.1100 -0.14 -0.16 -0.06 -0.016
Br 4.5407 1.4880 -4.8528 2.01 0.91 -2.93 0.117
Br -11.3038 0.8888 -1.5632 -0.04 0.23 -0.03 -0.025
Br -1.9146 2.8364 5.6359 0.02 0.30 0.00 -0.062
Br -5.7928 7.1663 -1.0737 -0.14 0.09 0.18 0.019
Br -7.1554 0.5918 -5.5850 -0.09 -0.09 0.20 -0.016
Br 1.4526 -2.2893 0.2697 -2.00 -2.28 -0.11 0.330
Br -7.6576 0.8827 -2.4413 0.12 -0.08 -0.08 0.036
Br -7.7573 11.0449 -3.5531 -0.12 0.05 0.18 -0.010
Br -10.2476 3.4003 -3.2584 -0.17 -0.03 0.15 -0.048
Br -5.8626 8.6298 1.7697 -0.12 -0.12 -0.17 -0.003
Br 1.6588 0.8808 0.7962 -1.88 3.15 3.52 0.111
Br 2.6841 -3.7231 -8.1514 -0.12 0.08 0.20 -0.020
Br 2.0024 -7.9212 0.5660 0.09 0.17 0.11 -0.032
Br 6.2952 -8.2281 3.2766 0.11 0.00 -0.14 -0.027
Br 3.6303 -3.4479 8.7266 -0.22 0.05 0.03 -0.002
Br -1.6173 -2.6225 -0.5436 0.26 -0.08 0.09 -0.002
Br -10.5653 11.7983 -2.2158 0.21 -0.03 0.02 -0.016
Br -0.1048 -3.9830 -6.6026 0.15 0.13 -0.06 -0.014
Br -5.9606 3.6731 0.7167 0.12 -0.15 0.04 -0.009
Br -1.7282 -7.9317 -6.3814 0.20 -0.01 0.02 -0.016
Br -0.1820 8.9729 5.4231 -0.12 0.09 0.22 -0.006
Br -8.2082 -1.9137 -3.8903 0.02 0.19 0.01 -0.017
Br 5.7606 3.4441 -7.0904 0.02 -0.21 0.02 -0.077
Br 0.6119 -3.8687 7.7483 0.16 0.13 0.11 0.016
Br -5.7781 -5.9051 2.2597 -0.10 -0.13 -0.15 0.013
Br 8.9148 -1.6922 1.0137 0.02 0.17 -0.02 0.000
Br -3.0095 5.7523 6.3781 0.18 -0.06 -0.11 -0.043
Br -5.0576 -0.9358 0.4765 -0.01 -0.04 -0.14 0.054
Br -2.9884 9.7302 6.7579 0.21 -0.02 0.02 -0.004
Br -0.3622 -4.4878 1.7448 0.02 0.12 -0.17 -0.053
Br 5.6980 0.2802 -7.5996 -0.04 0.11 0.14 -0.083
Br 10.8582 -2.2908 4.3850 -0.08 0.15 0.18 0.008
Br 2.3141 -2.3576 -5.2801 -1.15 -0.89 -1.15 0.231
Br 8.3750 -1.0059 5.9411 0.18 0.01 -0.02 0.022
Br 7.5426 -6.3453 1.0165 -0.06 -0.19 0.08 0.045
Br 4.0775 -2.8791 3.4915 -0.02 0.29 0.08 0.144
Br -10.7487 3.6880 -0.1106 0.00 -0.12 -0.20 0.015
Br 9.9118 0.8269 -0.6853 -0.08 -0.07 0.18 -0.040
Br 2.8716 -0.9283 5.7174 0.09 0.00 -0.16 0.055
Br -2.8840 4.0511 1.5264 -0.36 -0.18 0.00 0.012
Br -0.8132 5.4107 4.0743 -0.03 -0.03 0.27 -0.014
Br 1.3912 2.2461 3.6824 -0.12 -0.05 -0.13 -0.040
Br 2.1271 4.5720 -6.9292 -0.10 -0.10 -0.16 -0.021
Br -4.6835 1.8615 3.0213 -0.03 0.16 -0.21 -0.050
Br -5.5736 -3.7372 -0.9877 0.04 0.24 -0.03 0.102
O 2.8856 1.3049 -3.4745 -1.68 -1.08 1.98 -0.719
O 5.5748 -1.1182 -0.4058 0.21 -0.05 0.55 -0.447
C 1.7123 3.6402 -8.5677 -0.02 0.03 0.03 -0.365
C 0.4743 1.7412 2.0619 -0.11 0.09 0.15 -0.313
C 3.1478 -6.8995 1.7403 0.01 -0.06 -0.03 0.067
C -1.5010 4.7220 5.7462 0.02 -0.11 -0.02 -0.257
C -5.5846 -1.8143 -1.1637 -0.07 -0.09 -0.06 -0.322
C -4.3596 2.8097 1.3687 0.14 -0.08 -0.05 -0.184
C 10.2878 -1.2899 5.9347 0.05 -0.05 -0.04 -0.377
C 7.5568 -8.1035 1.8154 0.09 0.04 -0.04 -0.389
C 1.7651 -3.0917 9.0897 0.02 -0.03 0.00 -0.373
C 5.8558 1.6906 -6.2818 0.35 -0.04 0.38 -0.335
C 4.2794 -1.1967 4.4224 0.06 -0.09 0.06 -0.055
C -8.2080 0.0113 -4.0731 -0.06 0.04 -0.02 -0.262
C 8.8673 0.2274 0.8259 -0.11 -0.01 0.00 -0.122
C 4.5601 -1.1358 -1.0335 -0.83 -0.33 -0.67 -0.214
C 3.1926 -0.6284 -0.5035 -0.14 1.25 -3.23 -0.583
C -0.0307 -3.5255 0.1004 -0.13 -0.23 0.26 -0.363
C -8.7296 11.2828 -1.9007 0.03 -0.03 0.04 0.257
C 0.1020 -8.4373 -6.0200 0.03 -0.01 0.01 -0.336
C 3.0598 0.2654 -2.8652 -0.98 -0.62 1.21 0.142
C -6.6931 -7.1095 1.0580 -0.01 0.01 0.07 -0.376
C 4.5436 -1.6437 -2.4987 -0.54 0.13 -0.03 -0.334
C 2.4261 0.0985 -1.4640 3.39 -2.81 0.52 0.030
C -11.3001 2.8158 -1.7441 0.00 -0.01 -0.01 -0.327
C -1.1541 9.2127 7.0750 0.00 -0.03 0.00 -0.249
C -6.7593 7.3995 0.5817 0.13 0.00 0.01 -0.050
C 3.8311 -0.9531 -3.3975 0.15 0.48 0.53 -0.893
C 1.4467 -2.8806 -6.9316 -0.17 -0.13 -0.09 -0.300
H 1.4322 0.4792 -1.2417 0.47 -0.23 -1.18 0.840
H -0.7124 4.8306 6.4814 -0.07 0.00 -0.10 0.361
H 4.0763 -7.4499 1.8370 -0.10 0.05 0.00 -0.102
H 5.2122 -1.2427 4.9725 -0.09 0.00 -0.07 -0.062
H -8.7515 10.3187 -1.4040 0.03 0.13 -0.05 -0.225
H 6.8419 1.5993 -5.8381 -0.03 0.02 -0.22 0.383
H 1.0977 -1.9722 -7.4090 0.06 -0.07 0.08 0.248
H -6.6086 -1.5178 -1.3612 0.12 -0.01 0.00 0.160
H 1.5287 -3.5739 10.0305 0.02 0.06 -0.10 0.353
H 3.7661 -1.2427 -4.4769 0.88 1.16 1.58 0.899
H -1.1774 8.2501 7.5726 -0.03 0.09 -0.07 0.264
H -4.0750 2.0699 0.6279 -0.06 0.05 0.07 0.222
H 10.5227 -1.8892 6.8060 -0.05 0.08 -0.08 0.362
H -12.3230 3.1166 -1.9359 0.11 -0.04 0.02 0.363
H -6.7775 6.4358 1.0778 0.00 0.10 -0.04 0.045
H 7.8365 0.5000 0.6286 0.09 -0.07 0.02 0.162
H 8.5437 -8.2573 2.2354 -0.12 0.01 -0.03 0.356
H -9.2323 0.3132 -4.2630 0.10 -0.02 0.05 0.310
H 0.6724 3.8409 -8.7951 0.12 -0.03 0.01 0.351
H 0.0743 -9.3976 -5.5194 -0.01 0.10 -0.06 0.328
H -6.7285 -8.0771 1.5439 0.00 0.10 -0.07 0.363
H 0.2478 -4.2613 -0.6461 -0.01 0.08 0.07 0.371
H 2.8581 -0.8725 0.5756 1.95 0.80 -2.02 0.794
H 0.1195 2.6563 1.5992 -0.02 -0.09 0.08 0.312
```
Positions in Å, forces in eV/Å.

No. 2
Computed, not measured: a structure of composition C27H24Cl2I2N6OSTi, with ωB97M-V/def2-TZVPD.

The LUMO energy (alpha / beta) is 0.0103 / -0.0129 Ha. Its spin multiplicity is 3. The HOMO energy (alpha / beta) comes out at -0.2132 / -0.2834 Eh. The net charge is 0. The value obtained for the total energy is -4210.63906 Eh. As for the relative energy (zero: lowest compared OMol25 entry of this formula, charge and spin): 0.1 kcal/mol. The expectation value of S² is 2.0171.

```
64
Properties=species:S:1:pos:R:3:forces:R:3:mulliken_spin:R:1
I 0.2846 5.1944 -5.0527 0.00 -0.01 0.00 0.000
I -1.2190 -0.6047 -5.2267 -0.01 0.00 -0.01 -0.001
Ti -0.4767 -0.8650 -0.5527 0.11 -0.04 0.20 1.238
Cl -0.5557 -3.4473 -1.9285 0.00 -0.04 -0.03 0.003
Cl 1.8910 -4.4378 -3.2236 0.00 0.00 0.00 0.001
S -2.6226 -2.0239 0.0341 -0.02 -0.03 -0.03 -0.042
O 0.2843 -0.4261 -2.3991 -0.04 0.03 0.00 0.034
N -3.9495 -1.1861 2.2002 -0.02 -0.01 -0.02 0.018
N -1.9602 0.7720 -1.1652 -0.03 0.02 -0.06 -0.036
N -0.5262 -0.9658 1.5462 -0.02 0.02 -0.06 0.122
N -1.6894 -0.8554 2.2800 0.01 0.02 -0.01 -0.030
N 1.4831 -1.5261 0.0602 -0.03 0.00 -0.01 0.116
N 0.4423 1.1651 -0.0149 0.00 -0.04 -0.02 -0.009
C 3.8019 -1.9653 -0.3511 -0.01 -0.01 0.00 0.089
C -3.6992 1.6035 -2.5665 0.00 0.00 -0.01 0.002
C 4.0880 -1.7860 1.0166 0.00 0.00 0.00 0.062
C 1.4581 1.6464 -0.9772 0.01 0.01 0.00 0.009
C 0.8818 3.1105 -2.9361 0.00 0.00 0.00 -0.001
C -0.2712 2.2269 -4.8464 -0.01 0.01 0.00 -0.001
C 0.8884 -0.9457 6.4805 0.01 -0.02 -0.01 0.012
C -3.4472 2.8946 -2.1295 0.00 0.00 0.00 0.005
C 3.0716 -1.4861 1.8811 0.02 0.01 0.00 0.013
C -2.9375 0.5719 -2.0527 0.01 0.02 0.01 0.011
C 0.3083 3.2962 -4.1853 0.01 0.01 0.00 0.001
C 0.2686 0.0758 4.3942 -0.02 0.01 0.01 0.013
C 1.7487 -1.3751 1.3987 0.03 -0.01 0.01 0.135
C -2.7107 -1.2984 1.6160 0.02 0.01 0.04 0.075
C 0.4580 -3.4146 -3.3870 0.00 0.01 0.00 -0.006
C 1.2135 -2.1273 4.4129 0.01 -0.02 -0.02 0.042
C 1.3084 -2.0767 5.7963 -0.01 0.02 0.02 -0.007
C -1.7197 2.0148 -0.7442 0.02 0.00 0.00 0.003
C 0.6127 -1.1025 2.2181 -0.04 -0.01 0.01 0.182
C 2.5072 -1.8113 -0.7679 0.00 0.00 -0.01 0.001
C 0.6978 -1.0508 3.6964 0.02 0.00 0.00 -0.078
C 0.8790 1.8602 -2.3443 -0.01 0.00 0.01 -0.002
C -2.4464 3.1039 -1.1970 0.01 0.00 0.00 -0.005
C -0.2734 0.9753 -4.2497 -0.01 0.00 0.00 -0.008
C 0.3669 0.1307 5.7744 0.00 0.01 0.00 -0.006
C -0.6170 2.1369 0.2732 -0.01 0.00 0.01 0.009
C 0.2981 0.7458 -2.9889 0.02 -0.01 0.00 -0.001
H 1.3270 3.9473 -2.4109 0.00 0.00 0.00 0.000
H 4.5738 -2.2091 -1.0664 0.00 0.00 0.00 0.003
H -3.9362 -1.0662 3.2013 0.01 0.00 0.00 0.000
H -4.0180 3.7290 -2.5154 0.00 0.00 0.00 0.000
H -3.1023 -0.4541 -2.3526 0.00 0.00 -0.01 0.001
H 1.9063 2.5788 -0.6174 -0.01 0.00 0.00 0.001
H -1.0314 1.8897 1.2548 0.00 0.01 0.00 -0.005
H 0.9624 -0.9031 7.5595 0.00 0.00 0.00 0.001
H -4.4644 1.3931 -3.2999 0.00 0.00 0.00 0.000
H -4.6560 -1.8059 1.8428 0.00 0.00 0.00 0.000
H -0.1600 0.9057 3.8466 0.00 0.00 0.00 -0.003
H -0.7315 2.3637 -5.8151 0.00 0.00 0.00 0.000
H 1.5330 -3.0149 3.8800 0.00 0.00 0.00 0.007
H -2.2109 4.0970 -0.8384 0.00 0.00 -0.01 0.000
H 2.2469 -1.8923 -1.8144 0.00 0.00 0.00 0.014
H 0.7539 -2.3831 -3.5398 0.01 -0.01 0.00 0.004
H -0.2366 3.1630 0.3077 0.00 0.00 0.00 0.002
H -0.1370 -3.7880 -4.2108 0.00 0.00 0.00 0.000
H 1.7062 -2.9245 6.3391 0.00 0.00 0.00 -0.001
H 0.0317 1.0142 6.3026 0.00 0.00 0.00 0.000
H 2.2383 0.8836 -1.0118 0.00 0.00 0.00 -0.008
H 0.9176 0.9324 0.8531 0.00 0.01 0.00 0.005
H 3.2635 -1.3271 2.9328 0.00 0.00 0.00 0.011
H 5.1031 -1.8759 1.3807 0.00 0.00 0.00 0.005
```
Positions in Å, forces in eV/Å.

No. 3
Computed, not measured: an isolated molecule of C27H24Cl4N2O2 in a non-equilibrium geometry, with ωB97M-V/def2-TZVPD.

The LUMO energy is -0.1037 Ha. The HOMO energy comes out at -0.2427 Eh. The net charge is 0. The value obtained for the total energy is -3143.85762 Eh. As for the relative energy (zero: lowest compared OMol25 entry of this formula, charge and spin): 0.0 kcal/mol.

```
59
Properties=species:S:1:pos:R:3:forces:R:3:mulliken_charge:R:1
Cl 0.9987 0.3525 3.5944 -0.30 0.49 0.06 -0.132
Cl 3.8118 -1.0924 3.7974 0.19 0.27 0.66 -0.137
Cl 2.6561 -4.0659 -0.4656 -0.18 -0.48 -0.01 -0.163
Cl -0.2958 -2.9312 -0.5634 0.48 0.31 0.50 -0.106
O -0.3980 -0.3774 1.0296 1.11 0.04 -1.22 -0.240
O 3.9919 -3.4433 2.0878 -0.48 0.53 -0.15 -0.708
N -1.2975 0.2214 -1.0637 0.92 0.21 -0.24 1.323
N 0.3409 1.5452 -0.1966 1.52 0.16 -0.48 0.299
C 1.4094 -0.9238 2.5291 0.39 -0.57 -0.56 0.442
C 1.3641 2.1107 0.5695 -0.78 -0.91 -0.94 0.229
C -0.5500 2.3107 -0.9270 -1.45 0.96 -0.91 -1.059
C 1.9749 3.6359 2.3200 -0.63 -0.69 -0.91 -0.923
C 2.0536 -3.0362 0.7470 0.56 1.10 1.06 0.325
C 4.0806 3.3836 3.6288 0.24 0.05 0.11 -1.548
C 1.0479 3.2372 1.3549 0.50 0.70 0.62 1.158
C 2.6435 1.4443 0.6281 -0.45 -0.32 0.15 1.103
C -0.3003 3.9193 1.3589 -0.36 0.14 0.46 -1.702
C -1.2736 -0.2301 -3.9794 0.34 -0.14 -0.49 -1.501
C -3.1338 -1.4484 -0.8550 0.99 -0.19 -0.05 0.996
C -2.1354 -0.7936 -1.6323 -1.10 -0.33 -0.35 -0.845
C 2.9866 -2.7609 1.8850 -0.24 0.19 -0.38 -0.151
C 3.5365 1.9442 1.6201 0.21 0.01 1.29 -0.718
C -3.6528 -2.9013 -2.7313 0.33 0.25 0.16 0.530
C -2.8391 -2.0950 -3.5246 -0.32 -0.23 -0.02 -0.819
C -3.8088 -2.5416 -1.3965 -0.03 0.23 -0.13 -0.736
C -1.5418 1.5256 -1.3928 0.41 0.88 -0.09 -0.742
C 2.6088 -1.5862 2.7173 -0.41 -0.94 -1.41 0.167
C -3.3198 -1.0977 0.5882 -0.04 0.07 0.85 -1.380
C 3.2012 2.9739 2.4819 0.68 -0.67 -0.51 0.584
C 0.0209 0.1633 -0.3723 -3.04 -0.74 0.97 -1.250
C 0.5509 -1.2455 1.4451 -0.02 -0.70 1.23 -0.298
C 2.9945 0.3232 -0.1377 0.92 1.26 0.35 -1.286
C 0.8369 -2.3849 0.6711 0.35 -0.41 -0.50 0.484
C -2.1199 -1.0143 -3.0235 0.33 -0.31 0.83 0.888
C -4.3055 -4.1459 -3.2521 -0.16 -0.36 -0.23 -1.557
H 1.7105 4.4088 3.0354 -0.06 0.01 -0.19 0.285
H -5.3787 -4.1886 -3.0345 0.16 0.15 0.03 0.363
H -2.4883 -1.5530 1.1810 -0.73 0.44 -0.31 0.130
H -3.8642 -5.0406 -2.7987 0.01 0.15 0.01 0.300
H 0.7934 -0.4715 -0.8291 -0.74 -0.02 0.49 0.748
H 3.7809 -0.3139 0.2605 0.18 0.24 -0.38 0.414
H -1.1046 3.1676 1.4116 0.21 0.37 -0.16 0.341
H -2.7131 -2.3402 -4.5719 -0.12 0.01 -0.08 0.272
H -1.6390 0.7814 -4.2028 0.00 -0.20 0.30 0.315
H -1.2909 -0.7769 -4.9277 0.18 0.22 0.05 0.423
H -4.2969 -1.4804 0.9816 0.85 0.34 -0.40 0.480
H -4.4471 -3.1683 -0.7689 0.07 0.39 -0.02 0.412
H -0.2261 -0.1542 -3.6631 -0.20 0.06 0.05 0.235
H 5.1039 3.6133 3.3052 -0.23 -0.05 0.10 0.362
H 4.1331 2.5964 4.3920 0.00 0.06 -0.23 0.290
H 3.6526 4.2667 4.1103 0.22 -0.03 -0.03 0.362
H -4.1866 -4.2518 -4.3313 0.02 0.09 0.02 0.366
H -0.4868 4.6049 0.5136 0.15 -0.47 0.30 0.355
H -0.3478 3.3476 -1.1599 -0.16 -0.32 0.26 0.797
H -3.2726 0.0080 0.7300 -0.02 -0.83 0.04 0.236
H -0.3745 4.5365 2.2675 0.05 -0.24 -0.26 0.393
H -2.4208 1.7739 -1.9862 0.42 0.05 0.24 0.744
H 2.7263 0.2162 -1.1866 -0.53 -0.39 0.43 0.375
H 4.4997 1.4428 1.7318 -0.24 0.10 0.02 0.474
```
Positions in Å, forces in eV/Å.